A) Computed, not measured: 2 unconnected molecules or ions with the total composition C4H12, with ωB97M-V/def2-TZVPD.

Summary:
E_HOMO, eV: -11.62
Frontier orbital gap, eV: 12.77
SMILES: CC.CC

XYZ file:
```
16
Properties=species:S:1:pos:R:3:lowdin_charge:R:1
C 0.20 0.42 -1.54 -0.171
C 0.66 1.07 -2.89 -0.163
H -0.87 0.39 -1.48 0.049
H 0.65 -0.57 -1.46 0.058
H 0.64 0.97 -0.66 0.065
H 1.72 1.26 -2.86 0.046
H 0.15 1.99 -3.13 0.049
H 0.50 0.36 -3.74 0.071
C -0.95 -0.20 2.06 -0.167
C 0.08 -1.29 2.35 -0.168
H -1.91 -0.63 1.90 0.046
H -1.00 0.50 2.94 0.078
H -0.65 0.39 1.18 0.037
H -0.41 -1.95 3.12 0.079
H 0.25 -1.85 1.49 0.031
H 1.02 -0.93 2.77 0.059
```


B) Computed, not measured: 2 unconnected molecules or ions with the total composition C4H12, with ωB97M-V/def2-TZVPD.

Summary:
E_HOMO, eV: -11.80
Frontier orbital gap, eV: 12.87
SMILES: CC.CC

XYZ file:
```
16
Properties=species:S:1:pos:R:3:lowdin_charge:R:1
C 0.06 -2.99 1.51 -0.167
C -0.18 -1.51 1.88 -0.171
H -0.38 -3.13 0.52 0.057
H -0.36 -3.66 2.25 0.057
H 1.13 -3.21 1.42 0.057
H -1.22 -1.25 1.70 0.057
H -0.02 -1.39 2.95 0.056
H 0.52 -0.84 1.39 0.053
C 0.62 2.30 -2.22 -0.162
C -0.51 2.21 -1.17 -0.174
H 0.21 2.70 -3.15 0.057
H 0.92 1.28 -2.46 0.058
H 1.40 2.89 -1.77 0.059
H -0.84 3.19 -0.82 0.058
H -1.33 1.63 -1.60 0.057
H -0.20 1.68 -0.27 0.049
```


C) Computed, not measured: 2 unconnected molecules or ions with the total composition C4H12, with ωB97M-V/def2-TZVPD.

Summary:
E_HOMO, eV: -11.34
Frontier orbital gap, eV: 12.37
SMILES: CC.CC

XYZ file:
```
16
Properties=species:S:1:pos:R:3:lowdin_charge:R:1
C 1.81 2.38 -0.95 -0.168
C 0.25 2.41 -0.99 -0.159
H 2.17 2.66 0.03 0.051
H 2.20 1.38 -1.20 0.060
H 2.13 3.15 -1.66 0.055
H -0.12 3.04 -1.80 0.053
H 0.03 3.03 -0.12 0.058
H -0.14 1.40 -1.10 0.051
C -0.56 -2.71 1.47 -0.186
C -1.51 -2.14 0.45 -0.186
H -0.02 -1.94 2.01 0.064
H -1.03 -3.39 2.17 0.061
H 0.24 -3.31 1.03 0.059
H -2.36 -2.67 0.02 0.060
H -0.95 -1.55 -0.29 0.061
H -2.09 -1.34 0.95 0.066
```


D) Computed, not measured: 2 unconnected molecules or ions with the total composition C4H12, with ωB97M-V/def2-TZVPD.

Summary:
E_HOMO, eV: -11.68
Frontier orbital gap, eV: 12.83
SMILES: CC.CC

XYZ file:
```
16
Properties=species:S:1:pos:R:3:lowdin_charge:R:1
C -0.03 2.66 -0.74 -0.167
C 0.80 1.38 -1.00 -0.167
H -0.22 3.23 -1.64 0.057
H -0.99 2.40 -0.31 0.053
H 0.44 3.29 0.03 0.061
H 1.56 1.56 -1.77 0.062
H 0.16 0.64 -1.47 0.056
H 1.26 1.08 -0.07 0.048
C -0.82 -2.46 0.43 -0.173
C 0.07 -1.61 1.32 -0.178
H -0.23 -3.25 -0.03 0.060
H -1.63 -2.95 0.99 0.058
H -1.34 -1.86 -0.33 0.062
H -0.45 -0.77 1.80 0.064
H 0.85 -1.15 0.70 0.043
H 0.56 -2.19 2.10 0.062
```


It turns out D) is the most stable, with the second structure 0.0028 hartree higher.


A) Computed, not measured: 2 unconnected molecules or ions with the total composition C4H12, with ωB97M-V/def2-TZVPD.

Summary:
E_HOMO, eV: -11.78
Frontier orbital gap, eV: 12.91
SMILES: CC.CC

XYZ file:
```
16
Properties=species:S:1:pos:R:3:lowdin_charge:R:1
C -1.58 0.86 -2.55 -0.166
C -1.08 0.09 -1.32 -0.187
H -1.38 1.93 -2.47 0.059
H -1.05 0.51 -3.43 0.060
H -2.64 0.67 -2.66 0.061
H -1.25 -0.98 -1.46 0.064
H -1.52 0.43 -0.39 0.057
H -0.01 0.20 -1.14 0.052
C 1.59 0.13 2.34 -0.171
C 1.10 -1.06 1.52 -0.174
H 1.10 0.15 3.32 0.063
H 2.67 0.13 2.45 0.057
H 1.36 1.08 1.87 0.053
H 1.60 -1.16 0.57 0.055
H 0.03 -0.98 1.38 0.054
H 1.34 -1.98 2.08 0.062
```


B) Computed, not measured: 2 unconnected molecules or ions with the total composition C4H12, with ωB97M-V/def2-TZVPD.

Summary:
E_HOMO, eV: -11.43
Frontier orbital gap, eV: 12.55
SMILES: CC.CC

XYZ file:
```
16
Properties=species:S:1:pos:R:3:lowdin_charge:R:1
C 0.05 -1.56 -0.03 -0.180
C 0.07 -3.09 -0.13 -0.171
H -0.03 -1.13 -1.05 0.067
H -0.83 -1.15 0.42 0.055
H 1.04 -1.27 0.33 0.057
H 0.00 -3.45 -1.17 0.062
H -0.86 -3.54 0.25 0.060
H 0.93 -3.51 0.37 0.054
C 0.45 2.09 0.63 -0.174
C -0.57 2.64 -0.34 -0.173
H 1.40 2.62 0.61 0.059
H 0.08 2.06 1.67 0.069
H 0.77 1.08 0.35 0.036
H -0.56 2.11 -1.30 0.060
H -0.35 3.67 -0.58 0.054
H -1.59 2.44 -0.02 0.066
```


It turns out A) is the most stable, with the second structure 0.0158 hartree higher.


A) Computed, not measured: 2 unconnected molecules or ions with the total composition C4H12, with ωB97M-V/def2-TZVPD.

Summary:
E_HOMO, eV: -11.27
Frontier orbital gap, eV: 12.40
SMILES: CC.CC

XYZ file:
```
16
Properties=species:S:1:pos:R:3:lowdin_charge:R:1
C -1.21 -1.72 -1.30 -0.178
C 0.26 -2.09 -1.13 -0.169
H -1.39 -1.26 -2.27 0.060
H -1.82 -2.64 -1.20 0.062
H -1.73 -1.20 -0.49 0.053
H 0.47 -2.73 -0.28 0.062
H 0.84 -1.16 -1.24 0.051
H 0.62 -2.65 -2.00 0.060
C 1.05 2.02 0.77 -0.179
C -0.10 1.79 1.75 -0.157
H 1.91 2.38 1.34 0.060
H 1.42 1.14 0.23 0.047
H 0.85 2.78 0.01 0.058
H -0.86 1.13 1.33 0.050
H -0.53 2.79 1.77 0.062
H 0.24 1.43 2.71 0.058
```


B) Computed, not measured: 2 unconnected molecules or ions with the total composition C4H12, with ωB97M-V/def2-TZVPD.

Summary:
E_HOMO, eV: -11.79
Frontier orbital gap, eV: 12.89
SMILES: CC.CC

XYZ file:
```
16
Properties=species:S:1:pos:R:3:lowdin_charge:R:1
C -1.35 0.19 -1.68 -0.169
C -0.96 0.89 -2.99 -0.167
H -1.84 -0.76 -1.87 0.062
H -0.53 0.06 -0.99 0.035
H -2.07 0.81 -1.12 0.064
H -0.30 1.73 -2.79 0.056
H -1.86 1.34 -3.44 0.063
H -0.50 0.20 -3.68 0.055
C 1.09 -1.17 1.89 -0.178
C 1.25 0.05 2.78 -0.163
H 0.73 -0.97 0.87 0.045
H 2.01 -1.73 1.71 0.060
H 0.40 -1.91 2.29 0.059
H 1.69 0.87 2.22 0.061
H 1.86 -0.18 3.64 0.058
H 0.27 0.41 3.08 0.060
```


It turns out B) is the most stable, with the second structure 0.0124 hartree higher.


A) Computed, not measured: 2 unconnected molecules or ions with the total composition C4H12, with ωB97M-V/def2-TZVPD.

Summary:
E_HOMO, eV: -11.11
Frontier orbital gap, eV: 12.21
SMILES: CC.CC

XYZ file:
```
16
Properties=species:S:1:pos:R:3:lowdin_charge:R:1
C 0.16 -1.73 -2.17 -0.190
C 0.32 -0.42 -1.45 -0.203
H -0.50 -2.38 -1.48 0.091
H -0.23 -1.69 -3.24 0.082
H 0.99 -2.36 -2.38 0.033
H -0.28 -0.30 -0.49 0.054
H 0.21 0.45 -2.11 0.067
H 1.32 -0.30 -1.00 0.068
C -0.87 1.39 2.06 -0.188
C 0.39 0.89 1.55 -0.227
H -1.58 1.56 1.22 0.084
H -1.30 0.57 2.73 0.096
H -0.68 2.22 2.66 0.039
H 0.42 1.21 0.51 0.039
H 0.28 -0.21 1.63 0.078
H 1.36 1.10 1.98 0.078
```


B) Computed, not measured: 2 unconnected molecules or ions with the total composition C4H12, with ωB97M-V/def2-TZVPD.

Summary:
E_HOMO, eV: -11.63
Frontier orbital gap, eV: 12.78
SMILES: CC.CC

XYZ file:
```
16
Properties=species:S:1:pos:R:3:lowdin_charge:R:1
C -2.49 -0.24 -0.14 -0.167
C -1.70 0.89 -0.79 -0.171
H -2.93 -0.90 -0.89 0.060
H -1.86 -0.90 0.47 0.057
H -3.33 0.10 0.46 0.058
H -0.87 1.22 -0.17 0.034
H -2.33 1.73 -1.04 0.062
H -1.28 0.58 -1.75 0.063
C 2.33 -0.69 1.08 -0.161
C 1.86 0.06 -0.16 -0.176
H 3.03 -1.47 0.76 0.060
H 2.88 -0.09 1.79 0.059
H 1.46 -1.14 1.55 0.059
H 1.15 0.84 0.12 0.037
H 1.29 -0.58 -0.83 0.064
H 2.62 0.55 -0.76 0.060
```


C) Computed, not measured: 2 unconnected molecules or ions with the total composition C4H12, with ωB97M-V/def2-TZVPD.

Summary:
E_HOMO, eV: -11.54
Frontier orbital gap, eV: 12.69
SMILES: CC.CC

XYZ file:
```
16
Properties=species:S:1:pos:R:3:lowdin_charge:R:1
C -1.15 0.07 -2.23 -0.160
C 0.06 0.63 -1.47 -0.159
H -1.23 -1.01 -2.34 0.059
H -2.06 0.51 -1.82 0.060
H -1.10 0.49 -3.24 0.059
H 0.99 0.18 -1.77 0.060
H -0.12 0.51 -0.41 0.019
H 0.12 1.70 -1.63 0.069
C 0.07 0.06 2.27 -0.168
C 1.05 -0.84 1.52 -0.183
H 0.51 1.06 2.29 0.065
H -0.83 0.26 1.68 0.051
H -0.24 -0.37 3.21 0.061
H 1.78 -1.31 2.18 0.061
H 1.56 -0.28 0.74 0.044
H 0.58 -1.67 1.01 0.062
```


D) Computed, not measured: 2 unconnected molecules or ions with the total composition C4H12, with ωB97M-V/def2-TZVPD.

Summary:
E_HOMO, eV: -11.07
Frontier orbital gap, eV: 12.21
SMILES: CC.CC

XYZ file:
```
16
Properties=species:S:1:pos:R:3:lowdin_charge:R:1
C 0.08 1.85 1.17 -0.200
C 1.15 0.93 1.73 -0.195
H 0.46 2.77 0.72 0.069
H -0.37 1.34 0.31 0.032
H -0.80 1.99 1.75 0.050
H 0.71 -0.17 1.78 0.084
H 2.10 0.97 1.03 0.097
H 1.47 1.22 2.77 0.060
C -1.34 -1.66 -1.44 -0.168
C 0.09 -1.16 -1.27 -0.189
H -1.92 -0.94 -2.05 0.065
H -1.28 -2.46 -2.18 0.056
H -1.90 -1.92 -0.54 0.068
H 0.18 -0.04 -1.37 0.060
H 0.73 -1.39 -2.11 0.054
H 0.62 -1.33 -0.31 0.057
```


It turns out B) is the most stable, with the second structure 0.0050 hartree higher.


A) Computed, not measured: 2 unconnected molecules or ions with the total composition C4H12, with ωB97M-V/def2-TZVPD.

Summary:
E_HOMO, eV: -11.52
Frontier orbital gap, eV: 12.70
SMILES: CC.CC

XYZ file:
```
16
Properties=species:S:1:pos:R:3:lowdin_charge:R:1
C 0.87 -1.06 2.05 -0.171
C 1.61 -0.17 1.08 -0.190
H 0.10 -1.70 1.62 0.060
H 1.55 -1.71 2.60 0.057
H 0.53 -0.43 2.88 0.065
H 1.73 -0.61 0.08 0.058
H 2.63 0.01 1.43 0.066
H 1.09 0.76 0.85 0.053
C -1.62 1.21 -1.84 -0.172
C -0.90 -0.02 -1.32 -0.170
H -1.19 2.12 -1.46 0.050
H -1.53 1.31 -2.93 0.068
H -2.69 1.28 -1.64 0.062
H 0.08 0.37 -1.03 0.032
H -1.34 -0.46 -0.42 0.061
H -0.92 -0.91 -1.95 0.071
```


B) Computed, not measured: 2 unconnected molecules or ions with the total composition C4H12, with ωB97M-V/def2-TZVPD.

Summary:
E_HOMO, eV: -11.75
Frontier orbital gap, eV: 12.91
SMILES: CC.CC

XYZ file:
```
16
Properties=species:S:1:pos:R:3:lowdin_charge:R:1
C 1.31 -0.68 0.72 -0.173
C 2.61 -1.38 1.19 -0.162
H 1.39 -0.35 -0.32 0.052
H 0.50 -1.40 0.83 0.056
H 1.11 0.21 1.32 0.059
H 2.64 -1.29 2.27 0.055
H 3.48 -0.91 0.75 0.057
H 2.61 -2.43 0.93 0.057
C -1.85 0.29 -1.11 -0.179
C -2.09 1.77 -0.85 -0.171
H -0.87 0.15 -1.57 0.054
H -1.85 -0.27 -0.18 0.058
H -2.57 -0.19 -1.78 0.058
H -1.31 2.11 -0.17 0.058
H -2.08 2.42 -1.72 0.060
H -3.03 1.95 -0.32 0.061
```


C) Computed, not measured: 2 unconnected molecules or ions with the total composition C4H12, with ωB97M-V/def2-TZVPD.

Summary:
E_HOMO, eV: -11.57
Frontier orbital gap, eV: 12.70
SMILES: CC.CC

XYZ file:
```
16
Properties=species:S:1:pos:R:3:lowdin_charge:R:1
C -1.78 1.14 0.11 -0.166
C -1.01 2.46 -0.20 -0.159
H -2.86 1.33 0.08 0.058
H -1.67 0.50 -0.76 0.049
H -1.44 0.69 1.03 0.052
H -0.06 2.43 0.32 0.054
H -1.51 3.38 0.10 0.054
H -0.81 2.48 -1.27 0.056
C 0.71 -1.47 0.18 -0.179
C 2.06 -2.14 0.01 -0.175
H -0.11 -2.17 0.37 0.067
H 0.83 -0.69 0.92 0.058
H 0.32 -0.97 -0.72 0.053
H 2.73 -1.64 -0.69 0.060
H 2.57 -2.21 0.96 0.058
H 2.02 -3.13 -0.45 0.061
```


D) Computed, not measured: 2 unconnected molecules or ions with the total composition C4H12, with ωB97M-V/def2-TZVPD.

Summary:
E_HOMO, eV: -11.39
Frontier orbital gap, eV: 12.52
SMILES: CC.CC

XYZ file:
```
16
Properties=species:S:1:pos:R:3:lowdin_charge:R:1
C -1.57 -0.97 0.71 -0.187
C -2.69 -1.28 1.70 -0.176
H -0.71 -0.57 1.24 0.058
H -1.11 -1.89 0.31 0.061
H -1.98 -0.48 -0.17 0.062
H -3.04 -0.34 2.15 0.059
H -2.30 -1.91 2.50 0.061
H -3.61 -1.64 1.23 0.060
C 2.62 1.69 -0.89 -0.151
C 1.58 0.65 -1.45 -0.159
H 3.31 1.82 -1.73 0.052
H 2.18 2.65 -0.68 0.053
H 3.22 1.17 -0.15 0.058
H 2.14 0.09 -2.20 0.055
H 0.69 1.04 -1.92 0.052
H 1.28 -0.04 -0.66 0.042
```


It turns out B) is the most stable, with the second structure 0.0092 hartree higher.


A) Computed, not measured: 2 unconnected molecules or ions with the total composition C4H12, with ωB97M-V/def2-TZVPD.

Summary:
E_HOMO, eV: -11.65
Frontier orbital gap, eV: 12.78
SMILES: CC.CC

XYZ file:
```
16
Properties=species:S:1:pos:R:3:lowdin_charge:R:1
C 0.95 -1.82 0.04 -0.172
C 0.33 -2.51 1.25 -0.162
H 0.73 -2.36 -0.88 0.059
H 0.66 -0.77 -0.04 0.035
H 2.05 -1.85 0.00 0.065
H -0.75 -2.52 1.16 0.058
H 0.79 -2.16 2.17 0.060
H 0.61 -3.57 1.20 0.060
C -0.11 2.31 -0.15 -0.169
C -1.28 2.12 -1.12 -0.153
H -0.31 2.96 0.69 0.056
H 0.22 1.36 0.26 0.032
H 0.82 2.72 -0.57 0.062
H -1.44 1.05 -1.23 0.056
H -1.07 2.53 -2.10 0.056
H -2.19 2.52 -0.69 0.057
```


B) Computed, not measured: 2 unconnected molecules or ions with the total composition C4H12, with ωB97M-V/def2-TZVPD.

Summary:
E_HOMO, eV: -11.34
Frontier orbital gap, eV: 12.45
SMILES: CC.CC

XYZ file:
```
16
Properties=species:S:1:pos:R:3:lowdin_charge:R:1
C -1.18 -2.20 0.76 -0.173
C -0.95 -2.85 -0.62 -0.162
H -1.33 -2.95 1.55 0.057
H -0.27 -1.68 1.03 0.049
H -2.14 -1.72 0.95 0.059
H -0.50 -3.83 -0.53 0.055
H -1.86 -3.01 -1.18 0.058
H -0.20 -2.23 -1.11 0.055
C 1.29 1.81 -0.20 -0.168
C 0.80 3.25 0.00 -0.179
H 2.36 1.74 -0.02 0.057
H 0.88 1.17 0.58 0.053
H 1.08 1.56 -1.24 0.062
H 0.92 3.67 0.99 0.057
H -0.25 3.39 -0.25 0.057
H 1.36 3.87 -0.70 0.060
```


C) Computed, not measured: 2 unconnected molecules or ions with the total composition C4H12, with ωB97M-V/def2-TZVPD.

Summary:
E_HOMO, eV: -11.37
Frontier orbital gap, eV: 12.50
SMILES: CC.CC

XYZ file:
```
16
Properties=species:S:1:pos:R:3:lowdin_charge:R:1
C 1.87 0.89 0.20 -0.140
C 1.73 0.44 1.74 -0.121
H 0.89 1.11 -0.24 0.020
H 2.45 1.91 -0.04 0.114
H 2.16 0.08 -0.25 -0.019
H 1.28 1.36 2.24 0.085
H 2.64 0.27 2.18 0.010
H 1.13 -0.43 1.76 0.042
C -1.44 0.02 -0.78 -0.124
C -2.06 -1.46 -1.08 -0.114
H -2.18 0.78 -0.87 0.045
H -1.07 -0.02 0.14 -0.018
H -0.59 0.27 -1.52 0.085
H -3.07 -1.42 -0.58 0.068
H -2.33 -1.63 -2.14 0.059
H -1.42 -2.18 -0.75 0.008
```


D) Computed, not measured: 2 unconnected molecules or ions with the total composition C4H12, with ωB97M-V/def2-TZVPD.

Summary:
E_HOMO, eV: -11.63
Frontier orbital gap, eV: 12.79
SMILES: CC.CC

XYZ file:
```
16
Properties=species:S:1:pos:R:3:lowdin_charge:R:1
C 0.31 1.92 0.86 -0.177
C -1.23 2.00 0.71 -0.153
H 0.64 1.22 1.62 0.055
H 0.76 1.61 -0.07 0.041
H 0.78 2.84 1.22 0.060
H -1.70 1.17 1.24 0.059
H -1.46 2.04 -0.34 0.055
H -1.60 2.91 1.18 0.056
C 0.54 -2.73 -0.86 -0.164
C 0.36 -1.22 -0.73 -0.179
H -0.42 -3.25 -0.91 0.059
H 1.06 -2.98 -1.78 0.057
H 1.14 -3.16 -0.06 0.061
H -0.65 -0.94 -1.05 0.066
H 1.06 -0.61 -1.30 0.064
H 0.42 -0.81 0.28 0.042
```


It turns out D) is the most stable, with the second structure 0.0018 hartree higher.